# 1
DFT (wB97M-V/def2-TZVPD) results for C27H33IN10O5SSeSn as an isolated structure.

Element x y z (Å)
Sn: -0.096 -0.495 -0.386
N: -2.504 -4.461 1.791
C: -2.420 -3.527 0.836
N: -1.395 -2.740 1.080
C: -0.874 -3.252 2.232
N: -1.520 -4.301 2.695
C: 0.309 -2.692 2.907
C: 1.199 -3.515 3.590
N: 2.294 -3.035 4.164
C: 2.489 -1.725 4.061
C: 1.591 -0.901 3.397
N: 0.499 -1.380 2.816
H: -3.174 -5.204 1.898
H: -3.108 -3.436 0.009
H: 1.021 -4.581 3.654
H: 3.381 -1.318 4.521
H: 1.757 0.169 3.334
N: 0.002 0.506 -2.532
C: 0.692 -0.146 -3.658
C: 0.132 -1.528 -3.958
C: 0.470 -2.586 -2.917
N: -0.290 -2.405 -1.666
H: -0.968 0.709 -2.767
H: 0.487 1.378 -2.296
H: 1.746 -0.225 -3.388
H: 0.622 0.477 -4.554
H: 0.545 -1.860 -4.913
H: -0.953 -1.470 -4.096
H: 1.531 -2.538 -2.669
H: 0.270 -3.580 -3.324
H: -0.015 -3.100 -0.976
H: -1.291 -2.490 -1.826
I: 8.697 -2.533 0.664
C: 6.652 -2.243 0.376
C: 5.746 -3.080 1.013
C: 4.388 -2.883 0.818
C: 3.940 -1.856 -0.004
C: 4.857 -1.022 -0.633
C: 6.217 -1.214 -0.448
C: 2.471 -1.651 -0.185
O: 2.087 -0.637 -0.875
O: 1.657 -2.434 0.332
H: 6.096 -3.875 1.657
H: 3.662 -3.519 1.308
H: 4.497 -0.224 -1.267
H: 6.932 -0.567 -0.936
N: 1.792 2.606 -1.275
C: 0.793 3.457 -0.738
C: 0.307 4.523 -1.494
C: -0.733 5.298 -1.012
C: -1.315 5.009 0.218
C: -0.825 3.960 0.973
C: 0.228 3.185 0.501
S: -2.753 5.938 0.750
O: -3.035 5.426 2.083
O: -2.364 7.327 0.672
O: -3.764 5.538 -0.235
H: 2.438 3.091 -1.883
H: 2.312 2.098 -0.571
H: 0.751 4.743 -2.459
H: -1.114 6.130 -1.591
H: -1.278 3.759 1.936
H: 0.616 2.369 1.104
C: -4.419 -0.910 1.553
N: -4.184 0.394 0.970
C: -4.433 1.595 1.611
C: -4.096 2.582 0.758
N: -3.640 1.970 -0.392
C: -3.159 2.689 -1.565
C: -3.690 0.634 -0.259
Se: -3.224 -0.626 -1.560
H: -5.249 -0.834 2.251
H: -3.530 -1.260 2.078
H: -4.673 -1.609 0.759
H: -4.830 1.636 2.609
H: -4.142 3.657 0.854
H: -3.555 2.216 -2.461
H: -2.068 2.676 -1.581
H: -3.494 3.721 -1.483

Output
HOMO-LUMO gap (Ha): 0.2834
Relative energy (zero: lowest compared OMol25 entry of this formula, charge and spin) (kcal per mole): 0.4
HOMO energy (hartree): -0.2937
Molar mass (g/mol): 934.3

# 2
DFT (wB97M-V/def2-TZVPD) results for C27H33N6S3SeSiW as an isolated structure.

Element x y z (Å)
W: -0.204 0.507 -0.064
C: -1.672 0.173 3.526
C: -0.233 0.499 3.301
C: 0.642 0.783 4.344
C: 1.964 1.098 4.077
C: 2.440 1.121 2.766
C: 1.535 0.815 1.780
N: 0.240 0.524 2.044
N: 1.687 0.763 0.361
Si: 3.399 0.618 -0.354
C: 4.279 -0.650 0.684
C: 3.119 0.029 -2.107
C: 4.202 2.286 -0.287
H: -1.858 -0.037 4.576
H: -1.973 -0.693 2.937
H: -2.299 1.022 3.244
H: 0.279 0.755 5.361
H: 2.637 1.325 4.893
H: 3.467 1.367 2.545
H: 3.633 -1.457 1.036
H: 4.770 -0.212 1.553
H: 5.068 -1.106 0.081
H: 3.419 -1.009 -2.254
H: 3.720 0.627 -2.796
H: 2.074 0.114 -2.416
H: 4.140 2.775 0.686
H: 3.803 2.971 -1.036
H: 5.263 2.155 -0.516
C: 1.138 2.668 -3.572
C: 0.172 1.532 -3.852
S: -0.851 0.812 -2.511
C: -2.324 1.865 -2.370
C: -2.316 3.024 -1.371
S: -1.248 2.837 0.102
C: -0.004 4.168 -0.050
C: 1.056 4.024 -1.124
S: 0.438 4.157 -2.828
H: 1.545 2.966 -4.542
H: 1.988 2.340 -2.978
H: 0.700 0.669 -4.262
H: -0.577 1.818 -4.592
H: -3.122 1.162 -2.134
H: -2.529 2.247 -3.370
H: -3.326 3.166 -0.986
H: -2.001 3.948 -1.843
H: 0.449 4.212 0.943
H: -0.600 5.075 -0.164
H: 1.566 3.069 -1.013
H: 1.793 4.811 -0.956
Se: -4.463 -6.016 -0.590
N: -4.876 -4.344 -0.175
C: -3.765 -3.653 -0.222
C: -3.695 -2.228 0.055
C: -4.806 -1.469 0.431
C: -4.635 -0.127 0.702
C: -3.374 0.434 0.572
N: -2.298 -0.265 0.184
C: -2.458 -1.592 -0.051
C: -1.257 -2.337 -0.373
N: -0.093 -1.636 -0.381
C: 1.044 -2.295 -0.645
C: 1.076 -3.654 -0.912
C: -0.100 -4.372 -0.907
C: -1.296 -3.706 -0.626
C: -2.583 -4.381 -0.566
N: -2.740 -5.660 -0.795
H: -5.773 -1.950 0.516
H: -5.462 0.493 1.017
H: -3.226 1.478 0.809
H: 1.953 -1.715 -0.638
H: 2.026 -4.130 -1.115
H: -0.121 -5.436 -1.108

Output
HOMO-LUMO gap (alpha / beta) (Ha): 0.2298 / 0.2440
2S+1: 3
Relative energy (zero: lowest compared OMol25 entry of this formula, charge and spin) (kcal per mole): 0.0
Net charge: +3
HOMO energy (alpha / beta) (hartree): -0.6070 / -0.6092
Molar mass (g/mol): 828.7

# 3
DFT (wB97M-V/def2-TZVPD) results for C27H33O2Zr as an isolated structure.

Element x y z (Å)
O: -0.296 0.990 -3.147
C: 0.814 1.219 -4.139
C: 0.318 2.615 -4.520
H: 0.768 0.382 -4.792
H: 1.826 1.197 -3.753
C: -1.024 2.099 -3.784
H: 0.444 2.772 -5.561
H: 0.803 3.382 -3.848
C: -2.097 1.349 -4.587
H: -1.691 0.391 -4.953
H: -2.492 1.929 -5.437
H: -2.911 0.957 -3.931
C: -1.613 3.047 -2.722
H: -0.784 3.566 -2.229
H: -2.141 2.524 -1.940
H: -2.245 3.834 -3.151
Zr: 0.333 -0.821 -1.049
C: 1.141 0.861 0.494
C: 2.329 0.076 0.357
C: 2.871 0.276 -0.939
H: 2.755 -0.556 1.124
C: 2.133 1.334 -1.541
C: 0.992 1.598 -0.733
H: 0.263 2.388 -0.899
H: 0.596 1.065 1.411
H: 3.698 -0.263 -1.400
H: 2.497 1.964 -2.350
C: -1.382 -0.979 0.527
C: -1.690 0.243 -0.179
C: -2.291 -0.137 -1.429
H: -1.697 1.245 0.255
C: -2.304 -1.554 -1.522
C: -1.744 -2.071 -0.317
H: -1.612 -3.117 -0.051
H: -1.048 -1.043 1.558
H: -2.808 0.537 -2.091
H: -2.771 -2.109 -2.333
O: 0.033 -1.820 -4.647
C: -0.171 -1.147 -5.981
C: 0.500 -1.910 -7.170
H: 0.334 -0.146 -5.955
H: -1.217 -0.874 -6.250
C: 1.458 -2.908 -6.434
H: 1.106 -1.227 -7.813
H: -0.190 -2.457 -7.855
C: 1.146 -2.764 -4.888
H: 2.517 -2.604 -6.597
H: 1.388 -3.970 -6.742
H: 2.006 -2.306 -4.352
H: 0.927 -3.763 -4.451
C: 1.136 -2.385 0.158
C: 1.250 -2.790 1.337
C: 1.355 -3.272 2.655
C: 0.294 -4.001 3.234
C: 0.407 -4.452 4.546
C: 1.539 -4.152 5.314
C: 2.541 -3.346 4.765
C: 2.453 -2.885 3.454
H: -0.584 -4.251 2.640
H: -0.380 -5.060 4.979
H: 1.636 -4.539 6.333
H: 3.402 -3.093 5.373
H: 3.255 -2.277 3.034

Output
HOMO-LUMO gap (Ha): 0.2743
Relative energy (zero: lowest compared OMol25 entry of this formula, charge and spin) (kcal per mole): 27.5
Net charge: +1
HOMO energy (hartree): -0.4037
Molar mass (g/mol): 480.8

# 4
DFT (wB97M-V/def2-TZVPD) results for C27H34BEuN12O2S2 as an isolated structure.

Element x y z (Å)
Eu: -0.505 0.822 0.170
C: -2.790 4.788 -1.226
C: -1.949 4.111 -0.356
N: -1.818 2.826 -0.725
N: -2.583 2.680 -1.830
C: -3.182 3.830 -2.160
B: -2.754 1.329 -2.571
N: -1.356 0.801 -3.113
C: -0.993 0.578 -4.391
C: 0.269 0.043 -4.414
C: 0.649 0.012 -3.086
N: -0.321 0.459 -2.291
N: -3.276 0.263 -1.580
C: -4.404 -0.463 -1.646
C: -4.463 -1.334 -0.581
C: -3.290 -1.085 0.121
N: -2.608 -0.104 -0.483
H: -3.129 5.836 -1.133
H: -1.445 4.445 0.542
H: -3.908 3.834 -2.980
H: -3.543 1.498 -3.465
H: -1.710 0.759 -5.196
H: 0.865 -0.257 -5.259
H: 1.577 -0.275 -2.635
H: -5.123 -0.336 -2.445
H: -5.254 -1.995 -0.314
H: -2.912 -1.557 1.011
C: -2.949 1.426 4.715
O: -1.504 1.253 4.592
C: -0.954 1.067 3.420
O: -1.525 0.959 2.333
N: 0.395 0.966 3.488
N: 1.157 0.853 2.311
H: -3.141 1.524 5.772
H: -3.430 0.531 4.341
H: -3.261 2.288 4.132
H: 0.854 1.120 4.382
H: 1.691 -0.028 2.331
H: 1.830 1.652 2.127
C: 3.703 5.210 2.154
C: 4.291 4.237 1.132
C: 3.200 3.651 0.286
N: 2.398 2.680 0.622
N: 1.396 2.470 -0.299
C: 1.488 3.292 -1.334
N: 0.683 3.275 -2.390
S: 2.835 4.364 -1.238
H: 4.475 5.633 2.755
H: 2.992 4.722 2.793
H: 3.180 6.038 1.636
H: 4.761 3.390 1.636
H: 5.030 4.714 0.479
H: -0.061 2.599 -2.498
H: 0.815 3.966 -3.105
N: 0.183 -1.459 0.484
S: 0.587 -2.655 -0.537
C: -0.342 -4.112 -0.122
C: -0.048 -5.261 -0.864
C: -0.733 -6.428 -0.609
C: -1.744 -6.452 0.340
C: -2.078 -5.301 1.024
C: -1.359 -4.124 0.816
C: 2.238 -3.188 -0.108
C: 2.498 -3.884 1.094
C: 3.813 -4.181 1.387
C: 4.801 -3.845 0.473
C: 4.561 -3.189 -0.719
C: 3.247 -2.852 -0.997
H: 0.450 -1.764 1.414
H: 0.759 -5.263 -1.565
H: -0.546 -7.315 -1.205
H: -2.296 -7.369 0.493
H: -2.883 -5.341 1.747
H: -1.573 -3.235 1.382
H: 1.721 -4.137 1.791
H: 4.087 -4.670 2.331
H: 5.824 -4.112 0.713
H: 5.398 -2.945 -1.386
H: 3.043 -2.274 -1.913

Output
HOMO-LUMO gap (alpha / beta) (Ha): 0.2846 / 0.3508
2S+1: 7
Relative energy (zero: lowest compared OMol25 entry of this formula, charge and spin) (kcal per mole): 0.0
Net charge: +2
HOMO energy (alpha / beta) (hartree): -0.5117 / -0.5117
Molar mass (g/mol): 785.6